[1]
The following is a quantum chemistry calculation of a molecular structure, C25H33Cl3N3O8Ti, from OMol25.

Calculated values
LUMO (eV): -3.0
Net charge: +1
ΔE to the lowest compared entry with this formula, charge and spin (kJ/mol): 0.00
Electronic energy (eV): -107987.779
Frontier orbital gap (eV): 8.232

Each line ends with the Mulliken charge.
Atoms and positions in Å:
Ti 0.633 -0.212 -2.062  0.5021
C -0.116 2.508 -3.256  -0.5130
C 0.526 3.093 -2.017  -0.7207
O 1.366 2.092 -1.438  0.3732
C 2.612 2.606 -0.951  -0.7757
C 3.703 1.551 -0.990  -0.8286
O 3.309 0.297 -0.476  -0.1902
C 3.280 0.196 0.933  -0.8640
C 1.849 0.300 1.440  -0.5827
O 0.981 -0.547 0.702  0.4615
C 1.134 -1.941 0.924  -0.7031
C 1.850 -2.616 -0.256  -0.9327
O 1.600 -1.862 -1.434  -0.0903
C 0.854 -2.197 -2.601  -0.5807
C -0.637 0.077 -3.638  -0.5108
O -0.658 1.250 -2.834  -0.3898
H 0.618 2.361 -4.043  0.1859
H -0.935 3.139 -3.607  0.4471
H -0.237 3.389 -1.288  0.2772
H 1.105 3.977 -2.284  0.6090
H 2.462 3.000 0.060  0.3119
H 2.939 3.427 -1.594  0.6400
H 4.565 1.944 -0.438  0.5526
H 4.019 1.378 -2.015  0.0990
H 3.904 0.960 1.409  0.5400
H 3.703 -0.777 1.195  0.3012
H 1.457 1.307 1.295  0.2597
H 1.803 0.062 2.508  0.3760
H 0.132 -2.353 1.054  0.3165
H 1.692 -2.127 1.846  0.6298
H 1.487 -3.636 -0.391  0.4778
H 2.932 -2.641 -0.125  0.2983
H 0.106 -2.966 -2.414  0.4514
H 1.515 -2.421 -3.433  0.3767
H -1.635 -0.344 -3.686  0.3694
H -0.152 0.214 -4.602  0.4095
Cl 4.366 -1.394 -4.166  -0.1186
C 3.592 -0.094 -5.085  0.9706
Cl 4.792 0.793 -6.000  -0.1116
Cl 2.369 -0.780 -6.187  -0.1266
C 2.800 0.832 -4.114  -0.0887
O 2.841 2.035 -4.230  -0.6328
O 2.103 0.156 -3.270  -0.4056
C -0.247 -2.196 5.151  -1.6719
C -1.365 -1.381 4.563  0.6212
C -1.167 -0.068 4.156  -0.3804
C -2.202 0.696 3.640  -0.3173
C -3.465 0.139 3.493  0.1463
N -4.545 0.881 2.950  -0.1085
C -4.517 1.795 1.926  0.1895
O -5.332 2.681 1.819  -0.6439
N -3.524 1.642 0.946  -0.0347
C -3.017 0.457 0.409  -0.3081
C -3.642 -0.778 0.544  -0.2153
C -3.037 -1.889 -0.009  -1.2661
C -1.854 -1.750 -0.707  -0.6863
N -1.260 -0.562 -0.874  0.7209
C -1.835 0.509 -0.324  -0.3510
C -3.685 -1.169 3.914  -0.2802
C -2.647 -1.914 4.445  -0.8050
H 0.707 -1.674 5.074  0.3258
H -0.153 -3.160 4.647  0.3546
H -0.427 -2.401 6.207  0.4258
H -0.191 0.385 4.276  0.4099
H -2.032 1.728 3.365  0.4819
H -5.388 0.949 3.499  0.2656
H -3.501 2.451 0.343  0.2524
H -4.588 -0.862 1.059  0.5999
H -3.495 -2.864 0.078  0.5106
H -1.378 -2.608 -1.156  0.3226
H -1.333 1.458 -0.467  0.5253
H -4.673 -1.602 3.816  0.4207
H -2.837 -2.929 4.774  0.4249


[2]
The following is a quantum chemistry calculation of a molecular structure, C25H33HgN7O2PSSe2, from OMol25.

Calculated values
LUMO (spin up / spin down) (eV): 4.0 / 4.0
<S²>: 0.77
Net charge: -2
ΔE to the lowest compared entry with this formula, charge and spin (kJ/mol): 34.28
Electronic energy (eV): -195980.094
2S+1: 2
Frontier orbital gap (spin up / spin down) (eV): 3.825 / 5.299

Each line ends with the Mulliken charge.
Atoms and positions in Å:
Hg 0.487 0.142 0.534  1.7604
S -1.770 1.162 4.589  -0.3775
C -0.401 0.182 4.892  -0.3353
C 0.250 -0.137 3.743  -0.9258
C -0.341 0.387 2.553  -0.4120
C -1.459 1.122 2.856  1.0277
C -2.364 1.874 1.970  0.1747
C -3.341 2.753 2.464  -0.8655
C -4.123 3.467 1.579  -0.5714
C -3.928 3.303 0.214  -0.8881
C -2.960 2.396 -0.188  -0.4757
N -2.214 1.699 0.658  0.5125
H -0.158 -0.098 5.907  0.4372
H 1.146 -0.746 3.737  0.2542
H -3.465 2.873 3.533  0.4102
H -4.875 4.157 1.946  0.3753
H -4.506 3.857 -0.514  0.4198
H -2.763 2.214 -1.242  0.4013
N -0.057 -1.613 -2.517  0.2521
C 0.117 -0.314 -2.865  0.0689
N 0.092 -0.059 -4.191  -0.8412
C 0.272 1.232 -4.484  0.2934
N 0.300 1.535 -5.841  -0.5004
N 0.440 2.230 -3.651  -0.7001
C 0.460 1.889 -2.321  -0.4334
N 0.287 0.584 -1.904  0.4783
C 0.666 2.928 -1.376  0.4621
C 0.898 4.277 -1.786  -1.1072
C 1.098 5.244 -0.841  -0.2437
C 1.072 4.901 0.529  -1.0565
C 0.853 3.568 0.847  -0.5883
N 0.653 2.615 -0.047  0.6027
H 0.075 -2.275 -3.261  0.2821
H 0.244 -1.907 -1.588  -0.5752
H -0.183 0.862 -6.413  0.2624
H 0.099 2.501 -6.034  0.2607
H 0.921 4.492 -2.844  0.4254
H 1.283 6.270 -1.142  0.3747
H 1.233 5.637 1.307  0.3858
H 0.831 3.244 1.886  0.3990
O 3.216 -3.588 -1.916  -0.6639
C 3.441 -2.377 -1.181  -1.3373
C 3.698 -2.646 0.302  2.7656
C 4.989 -3.476 0.387  -1.4195
O 5.380 -3.796 1.729  -0.5963
C 3.923 -1.339 1.103  -1.7268
Se 3.193 0.381 0.445  -0.5788
C 2.563 -3.476 0.916  -1.6601
Se 0.711 -3.010 0.406  -0.6448
H 2.358 -3.910 -1.597  0.3756
H 2.585 -1.714 -1.278  0.3113
H 4.301 -1.870 -1.621  0.6558
H 5.794 -2.922 -0.115  0.4314
H 4.859 -4.426 -0.127  0.4467
H 5.329 -2.975 2.231  0.3808
H 4.994 -1.132 1.192  0.4888
H 3.520 -1.465 2.108  0.3726
H 2.616 -3.419 2.001  0.4282
H 2.688 -4.524 0.643  0.4932
C -2.921 -3.123 -0.788  -1.2358
P -2.737 -1.479 0.040  0.9082
C -2.883 -2.065 1.782  -1.1339
C -4.484 -0.895 -0.183  -1.4483
H -3.824 -3.646 -0.455  0.4299
H -2.044 -3.724 -0.546  0.2442
H -2.951 -2.985 -1.871  0.3164
H -3.762 -2.708 1.908  0.4560
H -2.947 -1.215 2.464  0.2409
H -1.976 -2.625 2.017  0.1674
H -5.199 -1.684 0.072  0.4329
H -4.638 -0.590 -1.220  0.3392
H -4.663 -0.026 0.456  0.3369